{"formula": "C6H10", "method": "ωB97M-V with the def2-TZVPD basis set", "charge": 0, "e_tot_ev": -6381.6231, "smiles": "CC#CCCC", "de_lowest_kcal_mol": 51.6, "homo_ev": -8.69, "species": ["C", "C", "C", "C", "C", "C", "H", "H", "H", "H", "H", "H", "H", "H", "H", "H"], "xyz": [[0.64049, -1.21310, -1.84859], [-0.97850, 2.78278, 0.55339], [0.21939, 0.40682, 0.65804], [-0.38048, 1.55072, 0.54063], [0.61126, -1.77707, -0.39525], [0.91861, -0.81166, 0.77878], [-1.35213, 2.99538, -0.44311], [-1.68720, 2.87675, 1.38969], [1.28477, -2.62830, -0.39599], [0.67525, -1.29281, 1.71341], [1.57921, -0.68344, -2.13855], [-0.34970, -2.30741, -0.18712], [-0.19249, -0.55296, -2.07256], [-0.24708, 3.54579, 0.81891], [0.62952, -2.04106, -2.50106], [1.93559, -0.55996, 0.93144]]}